No. 1
A structure of composition C17H12ClN4O9STi. Source: the OMol25 dataset; level of theory: wB97M-V/def2-TZVPD.

spin multiplicity = 1
energy above the lowest of the compared OMol25 structures with the same formula, charge and spin = 0.0 kcal per mole
E = -3258.84660 a.u.
net charge = +1
gap between HOMO and LUMO = 7.5 eV
E_LUMO = -4.748 eV
E_HOMO = -12.2 eV

Last column: Löwdin charge in e.
Atoms and positions in Å:
1 Ti 1.1028 0.0402 0.7182  1.0568
2 Cl 7.3342 3.5993 -0.6440  0.7239
3 C 5.9069 2.8211 -0.0654  -0.6481
4 C 5.7464 2.6066 1.3069  -0.0390
5 C 4.6207 1.9813 1.8120  0.0343
6 C 3.6394 1.5504 0.9338  -0.2573
7 O 2.5355 0.9338 1.3989  -0.1990
8 C 3.7799 1.7798 -0.4420  -0.1193
9 C 2.7445 1.4376 -1.3635  -0.0719
10 O 1.6800 0.8630 -1.0696  -0.0440
11 C 4.9270 2.4227 -0.9401  -0.0244
12 H 6.5218 2.9443 1.9813  0.1230
13 H 4.4979 1.8219 2.8738  0.1360
14 H 2.8813 1.7211 -2.4123  0.1590
15 H 5.0304 2.6048 -2.0018  0.1283
16 O -0.3562 -3.1228 -1.0693  0.1645
17 C -0.1732 -1.9675 -0.8405  -0.4662
18 O 0.9148 -1.5442 -0.1294  -0.1349
19 C -1.1643 -0.9051 -1.2472  -0.0424
20 C -2.0105 -1.2271 -2.3041  0.0976
21 C -3.0042 -0.3440 -2.6696  -0.0966
22 C -3.2452 0.8282 -1.9805  0.1142
23 C -2.4299 1.0976 -0.9025  -0.0546
24 C -1.3591 0.2916 -0.5523  -0.2213
25 O -0.5558 0.6839 0.4709  -0.1780
26 N -2.7724 2.2547 -0.0603  -0.3386
27 O -2.8768 2.0475 1.1318  0.1059
28 O -2.9739 3.3031 -0.6234  0.1416
29 N -3.8715 -0.6836 -3.8201  -0.3494
30 O -4.6619 0.1598 -4.1740  0.1109
31 O -3.7225 -1.7771 -4.3150  0.1095
32 H -1.8875 -2.1629 -2.8310  0.1458
33 H -4.0478 1.4944 -2.2642  0.1496
34 S 0.6146 -0.8004 2.9653  0.7628
35 C -0.8292 -1.6583 2.5219  -0.7517
36 N -1.9810 -1.0853 2.2130  0.0642
37 C -3.0232 -2.0690 1.8978  -0.0750
38 C -2.2522 -3.4104 1.9926  -0.0780
39 N -0.9184 -2.9718 2.4234  0.0680
40 H -2.1156 -0.0852 2.2569  0.1359
41 H -3.4190 -1.8934 0.8988  0.1200
42 H -3.8376 -2.0026 2.6163  0.1285
43 H -2.1828 -3.9185 1.0321  0.1204
44 H -2.6853 -4.0858 2.7265  0.1265
45 H -0.1208 -3.5738 2.5501  0.1622



No. 2
An isolated molecule of C17H13BrN4O. Source: the OMol25 dataset; level of theory: wB97M-V/def2-TZVPD.

spin multiplicity = 1
E = -3523.93347 a.u.
net charge = 0
gap between HOMO and LUMO = 8.1 eV
E_LUMO = 0.022 eV
E_HOMO = -8.0 eV
SMILES = C=CC(=O)Nc1ccc2ncnc(Nc3cccc(Br)c3)c2c1

Last column: Löwdin charge in e.
Atoms and positions in Å:
1 C 5.4620 -2.7759 -0.6301  0.0567
2 C 5.0815 -1.7478 0.1118  -0.0890
3 C 3.7012 -1.2085 0.0200  -0.4763
4 O 2.7408 -1.8775 -0.3001  0.0713
5 N 3.6448 0.1261 0.3230  0.1208
6 C 2.5520 0.9880 0.2092  -0.2128
7 C 1.2544 0.5304 0.1190  0.0502
8 C 0.1936 1.4400 0.0031  -0.0590
9 C 0.4657 2.8325 -0.0361  -0.2314
10 N -0.5171 3.7527 -0.1665  0.1110
11 C -1.7315 3.2986 -0.2449  -0.2019
12 N -2.1245 2.0247 -0.1900  0.1243
13 C -1.2014 1.0905 -0.0661  -0.2275
14 N -1.5683 -0.2146 0.0063  0.1324
15 C -2.8313 -0.7880 0.0337  -0.2164
16 C -4.0096 -0.0479 -0.0416  -0.0704
17 C -5.2225 -0.7065 0.0222  -0.6715
18 C -5.3123 -2.0806 0.1571  -0.1422
19 C -4.1357 -2.8087 0.2154  -0.0842
20 C -2.9092 -2.1781 0.1516  -0.0283
21 H -2.0027 -2.7648 0.1895  0.1108
22 H -4.1817 -3.8820 0.3128  0.1059
23 H -6.2716 -2.5701 0.2149  0.0969
24 Br -6.8206 0.3259 -0.0796  0.7239
25 H -3.9567 1.0222 -0.1477  0.0763
26 H -0.8082 -0.8783 0.0741  0.1311
27 H -2.5293 4.0205 -0.3646  0.1116
28 C 1.7992 3.2733 0.0677  -0.0004
29 C 2.8157 2.3724 0.1949  -0.0092
30 H 3.8380 2.7159 0.2774  0.1129
31 H 1.9849 4.3345 0.0374  0.1153
32 H 1.0903 -0.5347 0.1296  0.0947
33 H 4.5261 0.5886 0.4999  0.1380
34 H 5.7571 -1.2585 0.8010  0.1012
35 H 6.4589 -3.1805 -0.5879  0.0629
36 H 4.7679 -3.2338 -1.3163  0.0724



No. 3
A structure of composition C17H13Co2O7 at a distorted geometry. Source: the OMol25 dataset; level of theory: wB97M-V/def2-TZVPD.

spin multiplicity = 1
E = -3947.72941 a.u.
net charge = -1
gap between HOMO and LUMO = 5.8 eV
E_LUMO = 2.379 eV
E_HOMO = -3.5 eV

Last column: Löwdin charge in e.
Atoms and positions in Å:
1 O 3.8326 -0.3311 2.7372  0.0716
2 C 2.8744 -0.5522 2.1212  -0.1539
3 Co 1.5405 -0.9769 1.1164  0.2043
4 C 2.4568 -0.7396 -0.6014  -0.3692
5 O 3.1877 -1.4779 -1.2063  0.0296
6 C 0.3703 -1.9238 2.0169  -0.1151
7 O -0.3590 -2.5052 2.7104  0.1092
8 C -0.0418 0.5363 0.7471  -0.2339
9 C -0.3660 1.1611 2.0096  -0.2326
10 C -1.3838 0.6120 2.8234  -0.0471
11 C -1.5189 1.0416 4.1448  -0.0957
12 C -0.6813 2.0422 4.6560  -0.1169
13 C 0.2488 2.6692 3.8103  -0.1025
14 C 0.3858 2.2593 2.4812  -0.0357
15 C 0.5488 0.6136 -0.4699  -0.2175
16 C 1.8630 0.5637 -1.0688  -0.1739
17 Co -1.0700 -0.0889 -0.6923  0.0477
18 C -1.8481 -1.5697 -0.1448  -0.1821
19 O -2.3852 -2.5590 0.1260  0.0812
20 C -0.5090 -0.7273 -2.2098  -0.1898
21 O -0.0998 -1.1047 -3.2260  0.1077
22 C -2.3305 1.0419 -1.1994  -0.1651
23 O -3.1851 1.6966 -1.6190  0.0605
24 H -2.0533 -0.1520 2.4103  0.1085
25 H -2.2829 0.5817 4.7738  0.0962
26 H -0.7651 2.3401 5.7045  0.0883
27 H 0.8678 3.4850 4.1821  0.0913
28 H 1.0918 2.7465 1.8034  0.1149
29 H 1.8582 0.6404 -2.1743  0.1159
30 H 2.5097 1.3952 -0.7028  0.1337
31 C 0.2849 -4.9265 0.2440  -0.0848
32 C 1.3090 -4.0424 -0.4334  -0.3015
33 O 0.6363 -2.9381 -1.0658  -0.1249
34 H 0.7672 -5.8609 0.5694  0.0749
35 H -0.1292 -4.4349 1.1335  0.0489
36 H -0.5515 -5.1317 -0.4349  0.0806
37 H 2.0106 -3.6283 0.3090  0.0966
38 H 1.8908 -4.6195 -1.1687  0.1156
39 H 1.2328 -2.6233 -1.7677  0.0650



No. 4
An isolated molecule of C17H13F2N3O3S at a distorted geometry. Source: the OMol25 dataset; level of theory: wB97M-V/def2-TZVPD.

spin multiplicity = 1
E = -1643.56899 a.u.
net charge = 0
gap between HOMO and LUMO = 9.0 eV
E_LUMO = 0.321 eV
E_HOMO = -8.7 eV
SMILES = O=C(Nc1nc2c(F)cc(F)cc2s1)[C@H]1CC(=O)N(Cc2ccco2)C1

Last column: Löwdin charge in e.
Atoms and positions in Å:
1 O 2.9242 0.7099 1.5111  0.1136
2 C 1.7704 0.6583 1.1700  -0.4053
3 N 0.9278 1.7014 1.5373  0.1154
4 C -0.4119 1.8444 1.3759  -0.5777
5 N -1.2133 1.0116 0.8289  0.1219
6 C -2.4989 1.4599 0.8306  -0.2344
7 C -3.6095 0.7958 0.3115  -0.2049
8 C -4.8638 1.3642 0.3784  0.0726
9 C -5.0049 2.6134 0.9727  -0.2735
10 C -3.9429 3.3197 1.5035  -0.0187
11 C -2.6946 2.7287 1.4245  -0.4597
12 S -1.1702 3.3422 1.9877  1.1018
13 H -4.0919 4.2858 1.9556  0.1219
14 F -6.2326 3.1540 1.0317  0.0709
15 H -5.7212 0.8501 -0.0232  0.1332
16 F -3.4576 -0.4075 -0.2569  0.0930
17 H 1.4000 2.4457 2.0400  0.1489
18 C 1.1501 -0.4494 0.3515  -0.1874
19 H 0.2350 -0.7763 0.8452  0.1361
20 C 0.8644 0.0456 -1.0757  -0.0242
21 C 2.0534 -0.4397 -1.8959  -0.4526
22 O 2.3449 -0.0925 -3.0173  0.0702
23 N 2.7282 -1.3322 -1.1469  -0.0386
24 C 2.1511 -1.5952 0.1480  -0.0849
25 H 1.6491 -2.5702 0.1596  0.1356
26 H 2.9311 -1.5864 0.9154  0.1306
27 C 3.8972 -2.0430 -1.6099  -0.0490
28 C 3.6178 -3.4996 -1.7887  -0.2611
29 C 2.9754 -4.1798 -2.7813  -0.0152
30 C 2.9642 -5.5399 -2.3862  -0.0625
31 C 3.5959 -5.5834 -1.1831  -0.1246
32 O 3.9911 -4.3546 -0.8100  0.0418
33 H 3.8218 -6.3938 -0.5191  0.1174
34 H 2.5458 -6.3645 -2.9256  0.0992
35 H 2.5690 -3.7607 -3.6785  0.1142
36 H 4.1729 -1.5898 -2.5657  0.1360
37 H 4.7091 -1.9157 -0.8860  0.1414
38 H -0.0466 -0.4030 -1.4724  0.1326
39 H 0.7663 1.1264 -1.1564  0.1262



No. 5
A structure of composition C17H13F4N4O7Pt at a distorted geometry. Source: the OMol25 dataset; level of theory: wB97M-V/def2-TZVPD.

spin multiplicity = 3
E = -1919.87306 a.u.
net charge = -1
gap between HOMO and LUMO (spin up / spin down) = 7.2 / 7.2 eV
E_LUMO (spin up / spin down) = 2.016 / 1.677 eV
E_HOMO (spin up / spin down) = -5.2 / -5.5 eV

Last column: Löwdin charge in e.
Atoms and positions in Å:
1 Pt 8.8514 12.7651 3.8338  1.2722
2 C 5.9899 11.5698 2.9251  -0.1046
3 N 6.6915 11.8400 4.1131  -0.3732
4 C 6.6153 10.6538 4.9476  -0.0820
5 C 6.0404 12.9280 4.7534  -0.2505
6 C 6.2265 14.2024 4.0136  -0.2168
7 N 7.6860 14.4088 3.6612  -0.1612
8 C 8.0582 15.7276 3.5476  -0.1930
9 C 9.3468 16.0811 3.8878  -0.1737
10 F 10.1974 15.1156 4.2321  0.0592
11 C 9.7477 17.4275 4.0620  -0.1989
12 F 10.9825 17.5671 4.4710  0.1184
13 C 8.8207 18.4678 3.7242  0.0684
14 C 7.5424 18.0713 3.3069  -0.1905
15 F 6.6460 19.1065 2.9812  0.0261
16 C 7.1567 16.7774 3.2523  -0.1438
17 F 5.8019 16.6322 3.0873  0.0443
18 H 5.0248 11.3793 3.1664  0.0632
19 H 6.4031 10.6699 2.4139  0.1150
20 H 6.0501 12.3058 2.1881  0.0766
21 H 5.6479 10.5358 5.4110  0.0873
22 H 7.3423 10.6623 5.7670  0.0996
23 H 6.8471 9.7702 4.3622  0.0674
24 H 6.4890 13.0382 5.8014  0.1533
25 H 4.9897 12.6358 4.8151  0.1234
26 H 5.8798 15.0088 4.6044  0.0994
27 H 5.6155 14.3229 3.0998  0.1177
28 H 8.9358 19.5074 3.6951  0.0994
29 O 12.6614 12.0053 3.1752  0.0309
30 C 11.5923 11.6587 3.7170  -0.6243
31 O 10.8099 12.4390 4.3536  -0.1925
32 C 11.2850 10.2429 3.7732  -0.0851
33 C 12.4483 9.4897 3.8363  0.1004
34 C 12.3132 8.0737 3.8335  -0.1378
35 C 11.0334 7.5366 3.7424  0.0882
36 C 9.8954 8.3440 3.5543  -0.0884
37 C 10.0283 9.7369 3.4629  -0.2555
38 O 9.0411 10.5812 3.1775  -0.1816
39 N 8.6436 7.6955 3.5695  -0.3406
40 O 7.7814 8.1405 2.7710  0.0399
41 O 8.3712 6.8756 4.4218  0.0762
42 N 13.3914 7.1951 4.1852  -0.3379
43 O 13.2133 5.9696 4.1649  0.0319
44 O 14.5303 7.6720 4.4190  0.0299
45 H 13.4581 9.9035 3.8336  0.1360
46 H 10.9126 6.5008 3.7967  0.1076